{"formula": "H28O14", "method": "ωB97M-V with the def2-TZVPD basis set", "homo_energy_ev": -10.24, "relative_energy_kcal_mol": 156.54, "fmax_ev_per_a": 5.2, "symbols": ["O", "O", "O", "O", "O", "O", "O", "O", "O", "O", "O", "O", "O", "O", "H", "H", "H", "H", "H", "H", "H", "H", "H", "H", "H", "H", "H", "H", "H", "H", "H", "H", "H", "H", "H", "H", "H", "H", "H", "H", "H", "H"], "positions_angstrom": [[-4.90, -1.38, 1.63], [3.00, 0.76, -3.74], [-2.56, 2.66, 1.14], [-0.25, -3.54, -0.66], [0.88, -3.44, -4.45], [4.26, -0.75, 0.33], [-4.44, 0.78, -1.68], [4.06, 2.03, 0.45], [2.05, 1.32, 1.70], [-2.22, 0.99, -2.27], [-0.05, -0.95, 0.51], [-1.74, 0.26, 2.57], [-0.94, 4.04, 1.26], [1.89, -3.77, 2.49], [4.50, -0.56, -0.61], [1.11, -4.30, -4.14], [0.87, -2.85, -3.66], [2.28, 0.20, -3.48], [-1.84, 0.94, -1.42], [-4.83, -0.43, 1.53], [-4.10, -1.67, 2.18], [-0.67, -2.92, -1.29], [2.01, 0.52, 2.14], [-2.40, 0.36, 3.23], [-0.38, 4.24, 1.94], [4.61, -1.58, 0.55], [-3.69, 0.26, -1.90], [-2.16, 2.93, 1.95], [-1.39, 4.92, 1.12], [-0.03, -4.26, -1.37], [2.69, -3.31, 2.04], [1.91, -4.71, 2.36], [2.88, 1.54, -3.19], [1.15, 1.65, 1.81], [-1.93, 1.87, -2.73], [-4.23, 1.65, -2.22], [3.36, 1.59, 0.80], [-0.63, -0.91, -0.26], [-1.76, 2.80, 0.52], [-1.00, 0.75, 2.94], [0.18, -0.05, 0.61], [4.45, 2.34, 1.27]]}


{"formula": "C4H9O2", "method": "ωB97M-V with the def2-TZVPD basis set", "homo_energy_ev": -3.08, "relative_energy_kcal_mol": 137.90, "fmax_ev_per_a": 3.3, "total_charge": -1, "symbols": ["O", "O", "C", "C", "C", "C", "H", "H", "H", "H", "H", "H", "H", "H", "H"], "positions_angstrom": [[-1.92, 0.82, -0.03], [2.12, 0.02, 1.70], [-0.73, -1.15, -0.97], [0.85, 0.84, -1.10], [0.31, -0.39, -0.42], [-1.15, -0.12, 0.42], [-1.62, -0.89, -1.49], [-1.65, -1.03, 0.87], [-0.58, 0.19, 1.32], [-0.46, -2.21, -1.01], [2.83, -0.34, 2.25], [1.76, 1.13, -0.60], [0.17, 1.66, -0.85], [1.03, -0.84, 0.26], [0.88, 0.67, -2.16]]}


| no. | Kohn-Sham gap (eV) | E_LUMO (Ha) | calculated total energy (Eh) |
| --- | --- | --- | --- |
| 1 | 9.65 | -0.0216 | -1069.95150 |
| 2 | 6.83 | 0.1380 | -308.12512 |